Entry 1:
DFT (ωB97M-V/def2-TZVPD) results for the molecule C20H30N4O2.

Its HOMO energy is -8.07 eV. The calculation puts the frontier orbital gap at 8.34 eV. The SMILES is CCCCc1nc2cc(/C=C/C(=O)NO)ccc2n1CCN(CC)CC. Its energy above the lowest of the compared OMol25 structures with the same formula, charge and spin is 86.5 kcal per mole.

XYZ file:
```
56
Properties=species:S:1:pos:R:3:forces:R:3
C -0.554385 2.930963 5.427097 -0.036 0.204 -0.148
C -0.947721 3.693194 4.166307 -0.111 -0.235 -0.002
C -1.073090 2.796954 2.934659 0.168 0.215 0.124
C 0.280633 2.250367 2.459631 -0.305 -0.001 0.059
C 0.113901 1.397427 1.254320 0.151 0.064 -0.076
N 0.239535 1.833892 0.035124 0.166 0.596 0.058
C -0.022354 0.762517 -0.779549 -0.165 -0.647 0.301
C -0.027510 0.669507 -2.160698 -0.066 -0.249 0.097
C -0.327280 -0.561245 -2.740646 0.020 0.129 0.559
C -0.614885 -1.671745 -1.920306 0.029 0.108 -0.182
C -0.615288 -1.597259 -0.546103 -0.021 -0.062 0.275
C -0.317116 -0.367758 0.022195 0.033 0.245 -0.714
N -0.238582 0.069693 1.318658 -0.065 0.211 -0.223
C -0.370263 -0.753975 2.487503 0.333 -0.299 0.384
H -0.705299 -0.137393 3.323270 -0.078 -0.047 -0.058
H -1.131870 -1.510569 2.284899 -0.015 0.121 0.090
C 0.984313 -1.426776 2.840040 -0.108 0.062 -0.022
N 1.137500 -1.929207 4.177818 -0.023 -0.054 0.031
C 0.381279 -3.112317 4.526291 -0.132 -0.064 0.137
C -1.068792 -2.908775 4.985190 0.305 -0.025 -0.123
H -1.111342 -2.240393 5.841733 -0.058 0.068 0.104
H -1.487645 -3.867469 5.280822 -0.109 -0.080 0.056
H -1.688752 -2.496512 4.194411 -0.121 0.054 -0.063
H 0.927088 -3.613176 5.334094 -0.057 -0.081 -0.077
H 0.395432 -3.776438 3.658528 0.052 -0.064 0.043
C 1.260167 -0.938590 5.229350 0.269 0.064 -0.102
C 2.595553 -0.199284 5.164545 -0.283 -0.074 0.067
H 2.653691 0.460168 4.302167 0.048 0.100 -0.081
H 3.409547 -0.916079 5.103815 0.100 -0.063 -0.001
H 2.723354 0.403318 6.060505 0.051 0.130 0.056
H 1.214524 -1.474783 6.179622 -0.094 0.039 0.008
H 0.437360 -0.204686 5.226153 -0.019 -0.049 0.109
H 1.155369 -2.254274 2.145284 0.044 0.092 -0.054
H 1.774714 -0.691446 2.666275 -0.054 0.000 -0.119
H -0.838535 -2.464421 0.057928 -0.020 -0.107 0.033
H -0.842679 -2.614261 -2.395983 -0.022 -0.087 -0.058
C -0.357819 -0.755405 -4.174036 0.077 0.250 -0.796
C -0.127042 0.156601 -5.129166 -0.042 -0.376 0.550
C -0.196309 -0.224055 -6.538429 -0.020 0.217 -0.369
O -0.487545 -1.330787 -6.975785 0.001 -0.173 -0.047
N 0.038901 0.789596 -7.411699 -0.135 -0.225 -0.475
H 0.520753 1.649672 -7.211223 0.033 -0.151 0.024
O 0.092283 0.448821 -8.767731 -0.029 -0.008 0.301
H -0.169875 -0.499089 -8.747178 0.085 0.242 0.189
H 0.116187 1.185004 -4.911702 0.026 0.149 0.114
H -0.595512 -1.757031 -4.512998 -0.014 -0.051 -0.089
H 0.197218 1.538924 -2.755082 0.038 0.142 -0.089
H 0.925610 3.086751 2.188647 0.052 -0.083 0.012
H 0.759476 1.681334 3.256967 0.101 0.002 0.074
H -1.751578 1.969502 3.158914 -0.069 -0.033 -0.035
H -1.512791 3.368867 2.115547 -0.033 -0.080 -0.047
H -0.211573 4.474853 3.969067 -0.030 0.106 -0.028
H -1.910230 4.180534 4.336965 0.042 0.085 -0.021
H 0.442719 2.506698 5.338049 0.118 -0.103 0.055
H -1.260396 2.125359 5.622080 -0.049 -0.119 0.053
H -0.557566 3.598032 6.285841 0.037 -0.008 0.130
```
Forces are in eV/Å.


Entry 2:
DFT (ωB97M-V/def2-TZVPD) results for the molecule C20H30N4O3.

Its HOMO energy is -8.19 eV. The calculation puts the frontier orbital gap at 8.95 eV. The SMILES is CCCN1CCN(CCCNC(=O)CN2C(=O)COc3ccccc32)CC1. Its energy above the lowest of the compared OMol25 structures with the same formula, charge and spin is 43.7 kcal per mole.

XYZ file:
```
57
Properties=species:S:1:pos:R:3:forces:R:3
C -6.361540 -0.827201 1.089510 0.224 0.066 0.085
H -6.985606 -0.348193 0.338247 -0.109 0.023 -0.073
C -4.958627 -0.232519 1.082158 -0.075 -0.161 -0.237
C -4.277957 -0.437034 -0.270821 -0.036 0.208 0.264
N -3.060524 0.344804 -0.399431 -0.017 -0.061 -0.143
C -2.630866 0.448351 -1.782002 0.055 0.266 -0.118
C -1.415708 1.367058 -1.884020 -0.137 -0.236 -0.134
N -0.346772 0.805462 -1.090033 -0.153 0.023 0.005
C -0.759407 0.742533 0.294795 -0.101 -0.352 0.076
C -1.968383 -0.181333 0.400428 0.133 0.216 0.195
H -2.282644 -0.235599 1.442775 0.012 -0.047 0.025
H -1.674638 -1.191929 0.063596 -0.023 0.044 0.039
H 0.054311 0.345759 0.902827 0.021 0.049 0.035
H -1.051381 1.731776 0.684870 0.053 -0.018 0.070
C 0.973040 1.317724 -1.356179 0.126 0.233 -0.111
H 1.149497 1.172400 -2.426634 0.078 -0.022 0.055
C 1.282093 2.792389 -1.012747 -0.032 -0.368 0.162
H 0.412006 3.411351 -1.232561 0.006 0.121 -0.075
H 2.097079 3.123321 -1.661317 -0.012 0.071 -0.070
C 1.702908 3.028901 0.441478 -0.248 0.197 -0.057
N 2.790210 2.155802 0.820092 0.110 0.355 -0.302
C 2.690401 1.262411 1.819037 0.584 -0.224 0.045
O 1.778788 1.217999 2.617176 -0.279 -0.070 0.319
C 3.838706 0.245061 1.811194 -0.096 0.130 0.182
N 3.703745 -0.614887 0.645848 0.141 0.037 0.184
C 4.472890 -0.338391 -0.435710 -0.012 -0.099 -0.313
O 5.215013 0.625585 -0.489440 0.167 0.055 -0.140
C 4.373306 -1.358077 -1.557039 0.492 -0.013 -0.107
O 3.058735 -1.790615 -1.812236 -0.343 0.143 0.090
C 2.319415 -2.073133 -0.698371 -0.155 -0.202 0.204
C 1.204184 -2.883034 -0.849764 0.222 0.128 -0.004
C 0.411413 -3.184731 0.241328 0.025 -0.031 -0.005
C 0.735147 -2.678650 1.487394 -0.016 -0.015 0.016
C 1.834378 -1.852962 1.644272 0.059 -0.051 -0.016
C 2.636982 -1.535247 0.555445 -0.187 -0.239 -0.327
H 2.037008 -1.436132 2.615884 0.035 0.113 0.073
H 0.122108 -2.907390 2.344757 -0.061 -0.019 0.091
H -0.454082 -3.816922 0.117182 -0.088 -0.049 -0.021
H 0.977691 -3.255585 -1.835433 -0.023 -0.058 -0.132
H 4.748006 -0.915694 -2.482111 -0.028 -0.013 0.234
H 5.013335 -2.216388 -1.289758 -0.091 0.130 -0.035
H 3.823655 -0.351467 2.723469 -0.051 0.117 -0.079
H 4.800401 0.755954 1.722188 -0.155 -0.111 0.052
H 3.595896 2.124618 0.209638 0.062 -0.161 0.127
H 0.886826 2.824098 1.135628 0.083 0.106 -0.057
H 2.012872 4.073382 0.562957 -0.121 -0.094 0.063
H 1.675500 0.675101 -0.819833 0.071 -0.010 -0.089
H -1.093199 1.431034 -2.925936 -0.008 0.031 -0.006
H -1.710354 2.374119 -1.540211 0.010 -0.011 -0.066
H -3.450923 0.863208 -2.373832 0.002 -0.045 0.003
H -2.361120 -0.540127 -2.195572 -0.015 0.042 -0.027
H -4.964703 -0.099369 -1.052572 0.006 -0.063 -0.017
H -4.088858 -1.514152 -0.434198 -0.028 0.019 -0.056
H -5.006435 0.838342 1.284203 0.071 0.028 0.030
H -4.370662 -0.698473 1.873878 0.042 0.059 0.058
H -6.828545 -0.690232 2.061860 -0.114 -0.038 0.053
H -6.324583 -1.893078 0.873656 -0.078 -0.129 -0.016
```
Forces are in eV/Å.


Entry 3:
DFT (ωB97M-V/def2-TZVPD) results for a cluster of 5 separate species, C20H30O15 in total at a distorted geometry.

Its HOMO energy is -10.33 eV. The calculation puts the frontier orbital gap at 10.82 eV. The SMILES is C[C@H]1COC(=O)O1.C[C@H]1COC(=O)O1.C[C@H]1COC(=O)O1.C[C@H]1COC(=O)O1.C[C@H]1COC(=O)O1. Its energy above the lowest of the compared OMol25 structures with the same formula, charge and spin is 118.5 kcal per mole.

XYZ file:
```
65
Properties=species:S:1:pos:R:3:forces:R:3
C -8.465145 0.732056 5.198196 -1.154 1.428 0.940
C -9.406912 1.094908 6.375854 0.312 -0.598 -0.268
C -10.961086 0.887928 6.342131 0.947 1.114 -0.465
O -11.162107 -0.380272 6.917200 -0.888 0.181 -0.969
C -10.050648 -0.733672 7.515641 -0.140 -4.967 4.686
O -9.973197 -1.733288 8.262254 -0.253 2.586 -2.486
O -9.077214 0.105921 7.392817 1.090 1.954 -0.400
H -9.081823 0.048226 4.614939 1.015 -0.179 -0.600
H -7.507842 0.410876 5.608705 -0.396 -0.840 -0.019
H -8.154214 1.664002 4.726076 -0.603 -0.120 -0.792
H -9.253470 2.116193 6.724444 0.443 -0.273 0.351
H -11.470179 0.956268 5.380757 0.238 -0.076 -0.005
H -11.312982 1.675825 7.008089 -0.603 -0.205 0.032
C -2.735197 2.313486 13.011088 0.806 -0.701 -1.089
C -2.893322 3.536594 12.124519 -1.293 0.250 1.739
C -3.629375 3.220061 10.870391 1.460 -1.476 -2.189
O -4.674786 4.156452 10.808459 0.164 -2.915 -6.793
C -4.891682 4.696474 11.898051 -2.054 2.977 4.080
O -5.858974 5.386921 12.154618 1.398 -0.750 0.097
O -3.882125 4.395524 12.696308 0.591 1.163 3.318
H -2.052954 1.723031 12.399536 0.238 -0.555 0.112
H -3.656640 1.731728 13.035835 -0.109 0.275 0.197
H -2.271090 2.347822 13.996747 -0.220 0.733 -0.100
H -1.992863 4.136014 11.990489 0.099 -0.232 -0.023
H -3.935698 2.184064 10.725585 -1.018 -0.074 1.018
H -2.961173 3.199983 10.009461 -0.069 1.300 -0.376
C 10.952735 -4.549128 -7.832085 -0.732 -0.788 -1.584
C 10.312762 -4.709175 -6.507896 2.450 2.264 3.106
C 11.047954 -3.906494 -5.409653 4.398 -3.207 1.371
O 10.426233 -2.756450 -5.031992 -0.400 0.709 -0.754
C 9.293154 -2.785911 -5.720429 -1.647 1.203 0.428
O 8.509203 -1.885771 -5.703170 -0.064 -0.706 -0.459
O 9.135043 -3.987008 -6.326689 -2.965 0.156 -1.480
H 11.232625 -3.531820 -8.105686 -0.327 0.115 0.258
H 10.193407 -4.931089 -8.514457 0.102 0.285 -0.644
H 11.828163 -5.167416 -8.030662 0.028 -0.144 0.583
H 10.310230 -5.696889 -6.046910 -0.818 -0.293 -0.970
H 12.095522 -3.725640 -5.650458 0.031 0.326 -0.268
H 11.112275 -4.572536 -4.549220 -0.073 0.087 0.411
C 0.829226 1.981888 -2.361168 0.929 -0.731 0.959
C -0.026327 2.926311 -1.580392 -2.232 0.583 0.112
C -1.478585 2.512673 -1.354872 -0.311 -1.568 -1.557
O -1.832908 2.878466 -0.052544 0.455 1.239 1.354
C -0.628241 3.098367 0.642126 -2.480 -0.148 -1.027
O -0.451808 3.305466 1.779334 -0.821 0.148 1.829
O 0.320415 3.054977 -0.209869 4.590 -0.118 -1.806
H 0.905603 1.109525 -1.712127 0.315 -0.257 -0.091
H 1.829187 2.397335 -2.485998 0.008 -0.041 -0.006
H 0.509160 1.593664 -3.328088 -0.585 0.592 0.059
H -0.050930 3.927317 -2.011071 0.329 0.156 0.019
H -1.646228 1.435650 -1.359658 0.449 -0.323 -0.460
H -2.058686 2.900888 -2.192050 -0.647 0.468 0.621
C 1.896567 -3.346997 -9.788164 0.719 2.146 -0.402
C 2.455831 -2.333151 -10.897721 -1.775 -2.578 2.800
C 3.321200 -1.160975 -10.368556 0.987 -1.861 -1.474
O 4.578634 -1.595266 -11.061599 -0.461 3.101 2.264
C 4.475448 -2.648602 -11.834236 0.707 0.106 -2.264
O 5.384029 -2.911984 -12.592223 -1.629 -0.865 1.110
O 3.229611 -3.202776 -11.743888 0.845 1.541 -0.496
H 2.704464 -3.845452 -9.252488 0.185 0.292 -0.039
H 1.223069 -4.136853 -10.120785 -0.137 0.511 -0.367
H 1.431437 -2.596720 -9.148756 -0.567 -0.704 0.691
H 1.580050 -1.847937 -11.328632 0.150 -0.624 -0.989
H 3.502069 -0.940746 -9.316475 0.228 -1.178 0.175
H 2.861103 -0.222866 -10.678985 0.763 0.108 -1.011
```
Forces are in eV/Å.